Formula: C21H26N4O3S
Source: OMol25
Level of theory: ωB97M-V/def2-TZVPD

Output
Calculated total energy in Ha: -1658.76787
Structure (SMILES): CCOc1ccccc1-n1c(SCC(=O)N[C@@H](C)CC)nnc1-c1ccoc1C
Spin multiplicity: 1
HOMO in Eh: -0.295
Relative energy (zero: lowest compared OMol25 entry of this formula, charge and spin) in kcal/mol: 43.9
Frontier orbital gap in eV: 8.63

Geometry (Å):
C -3.5299 -0.8809 2.6717
C -2.1488 -0.2483 2.8050
O -1.6051 0.1376 1.5582
C -2.0446 1.2642 0.9425
C -2.9362 2.1952 1.4607
C -3.2642 3.3291 0.7350
C -2.7160 3.5599 -0.5126
C -1.8319 2.6397 -1.0492
C -1.5069 1.5006 -0.3355
N -0.6074 0.5557 -0.8642
C 0.7244 0.7383 -1.1056
S 1.4944 2.2822 -0.9243
C 3.2379 1.8125 -1.1860
C 3.8102 1.1273 0.0562
O 4.4248 1.7441 0.9015
N 3.5733 -0.1914 0.0816
C 3.8741 -1.0338 1.2205
C 2.5739 -1.3937 1.9410
C 4.6158 -2.2870 0.7487
C 5.9564 -1.9486 0.1090
N 1.2793 -0.3922 -1.4628
N 0.3268 -1.3379 -1.4522
C -0.8028 -0.7865 -1.0938
C -2.0667 -1.4614 -0.9805
C -3.3754 -0.8947 -1.0361
C -4.2334 -1.9324 -0.8768
O -3.5615 -3.0905 -0.7254
C -2.2467 -2.8124 -0.7956
C -1.2607 -3.9113 -0.6624
H -3.4757 -1.7559 2.0293
H -4.2392 -0.1813 2.2358
H -3.8880 -1.1842 3.6515
H -2.1707 0.6033 3.4954
H -1.4370 -0.9843 3.1887
H -3.3734 2.0537 2.4360
H -3.9569 4.0397 1.1597
H -2.9730 4.4477 -1.0678
H -1.3903 2.7954 -2.0215
H 3.2791 1.1769 -2.0684
H 3.7562 2.7554 -1.3545
H 2.9441 -0.5832 -0.6193
H 4.5175 -0.4447 1.8829
H 2.0679 -0.4901 2.2741
H 1.9112 -1.9341 1.2670
H 2.7788 -2.0173 2.8071
H 4.7737 -2.9437 1.6058
H 3.9867 -2.8159 0.0288
H 6.5973 -1.4330 0.8203
H 5.8134 -1.2997 -0.7515
H 6.4614 -2.8537 -0.2200
H -3.6308 0.1338 -1.1887
H -5.3037 -1.9804 -0.8535
H -1.3407 -4.3819 0.3172
H -0.2647 -3.5018 -0.7999
H -1.4442 -4.6739 -1.4175